Record 1
Below is a cluster of 4 separate species, C57H51F2N4O7 in total at a distorted geometry, with properties calculated with ωB97M-V with the def2-TZVPD basis set.

Molecular weight = 942.05 g/mol
HOMO-LUMO gap = 7.12 eV
Charge = +1

Geometry (Å):
1 C 1.50161 4.49931 -4.09354
2 C 1.69627 3.15051 -3.71993
3 C 1.63417 1.53790 -3.37199
4 F 0.39680 1.24830 -2.61324
5 C 1.60892 0.67308 -4.80461
6 C 0.74029 1.40518 -5.98404
7 C 0.00663 0.17505 -6.84432
8 F 1.53379 2.29932 -6.86397
9 C 3.11529 0.19633 -5.23344
10 N 4.22963 1.15045 -4.88225
11 C 4.07487 1.70082 -3.44644
12 N 4.96350 2.66734 -3.06029
13 C 6.11272 3.23633 -3.86626
14 N 5.98192 4.72523 -4.11846
15 N 2.91516 1.12831 -2.68892
16 C 2.92817 1.33535 -1.21124
17 C 2.31536 0.07051 -0.36595
18 C 2.28819 -1.28538 -1.29830
19 C 3.78360 -1.87678 -1.66126
20 C 3.73218 -3.36886 -2.35994
21 O 2.37763 -3.92288 -2.51765
22 C 1.81984 -3.65290 -3.85530
23 H 1.34505 5.63301 -4.39205
24 H 1.01497 -0.32440 -4.52652
25 H -0.16184 1.96327 -5.43508
26 H -0.62638 0.59788 -7.76205
27 H -0.78947 -0.41637 -6.18206
28 H 0.78508 -0.65005 -7.19270
29 H 3.10767 0.05384 -6.41642
30 H 3.37800 -0.84198 -4.76302
31 H 5.13778 0.64549 -4.98414
32 H 4.86063 3.09443 -2.08992
33 H 7.08366 3.10668 -3.18348
34 H 6.35212 2.68800 -4.86682
35 H 6.95860 5.10738 -3.94976
36 H 5.83055 4.80824 -5.15896
37 H 2.26849 2.29806 -0.96796
38 H 4.00476 1.55681 -0.74992
39 H 1.26198 0.36248 0.07737
40 H 3.01901 -0.15360 0.56090
41 H 1.61489 -1.16015 -2.27321
42 H 1.75061 -2.12925 -0.65622
43 H 4.32354 -1.14683 -2.41080
44 H 4.43239 -1.88781 -0.66187
45 H 4.33088 -4.10992 -1.64327
46 H 4.33145 -3.33648 -3.36765
47 H 2.02285 -4.50573 -4.64661
48 H 2.31212 -2.67959 -4.27810
49 H 0.66951 -3.43277 -3.74342
50 C -7.33811 -1.56666 -4.73431
51 C -8.26897 -1.14385 -3.78577
52 C -7.85329 -0.38943 -2.68743
53 C -6.49989 -0.06677 -2.53040
54 C -5.56586 -0.51041 -3.46576
55 C -5.98751 -1.25244 -4.57676
56 C -4.12930 -0.21827 -3.28406
57 O -3.30859 -0.60458 -4.10711
58 C -3.69552 0.53803 -2.09245
59 C -2.33097 0.77208 -1.87780
60 C -1.91307 1.49799 -0.76034
61 C -2.85435 1.99896 0.13849
62 C -4.21395 1.76251 -0.06987
63 C -4.63436 1.02205 -1.18266
64 C -6.07192 0.74681 -1.37503
65 O -6.89951 1.18278 -0.58305
66 H -7.66330 -2.14678 -5.59515
67 H -9.31982 -1.39960 -3.90194
68 H -8.58637 -0.05837 -1.95368
69 H -5.26583 -1.59059 -5.31830
70 H -1.58980 0.38716 -2.57644
71 H -0.85269 1.67409 -0.59281
72 H -2.52958 2.57064 1.00516
73 H -4.94271 2.15257 0.63875
74 C -2.97948 3.02515 8.42466
75 C -3.80633 3.06390 7.30224
76 C -3.24708 3.11169 6.02427
77 C -1.85579 3.13308 5.86826
78 C -1.02952 3.11917 6.99130
79 C -1.59250 3.05334 8.27248
80 C 0.43816 3.19149 6.84039
81 O 1.16481 3.17574 7.82626
82 C 1.01657 3.29186 5.48560
83 C 2.40313 3.41941 5.33067
84 C 2.95955 3.50148 4.05240
85 C 2.13629 3.44711 2.92805
86 C 0.75421 3.32572 3.07957
87 C 0.19272 3.25780 4.36154
88 C -1.27295 3.16558 4.51209
89 O -1.99758 3.12240 3.52455
90 H -3.41516 2.97862 9.42033
91 H -4.88749 3.05475 7.42139
92 H -3.89874 3.13647 5.15242
93 H -0.95343 3.02840 9.15340
94 H 3.05323 3.45941 6.20325
95 H 4.03598 3.60576 3.93452
96 H 2.57007 3.50373 1.93203
97 H 0.11737 3.28884 2.19727
98 C -1.33222 -2.40825 6.94171
99 C -1.37999 -3.70771 7.44581
100 C -1.03874 -4.78667 6.62870
101 C -0.65993 -4.56661 5.29883
102 C -0.63592 -3.26951 4.78785
103 C -0.96170 -2.18644 5.61461
104 C -0.28592 -3.02992 3.37287
105 O -0.26115 -1.89050 2.92416
106 C 0.02498 -4.18321 2.50492
107 C 0.30192 -3.97538 1.14736
108 C 0.61004 -5.05926 0.32239
109 C 0.65167 -6.34908 0.85106
110 C 0.37073 -6.55967 2.20183
111 C 0.04718 -5.47521 3.02802
112 C -0.28340 -5.71236 4.44712
113 O -0.25158 -6.84617 4.91150
114 H -1.58928 -1.56658 7.58111
115 H -1.68104 -3.88156 8.47650
116 H -1.07331 -5.79795 7.03059
117 H -0.93201 -1.16983 5.22645
118 H 0.27466 -2.97115 0.72738
119 H 0.81962 -4.89621 -0.73259
120 H 0.89875 -7.19274 0.21027
121 H 0.40037 -7.57002 2.60642

Record 2
Below is a structure of composition C57H51N4O7ReSTe at a distorted geometry, with properties calculated with ωB97M-V with the def2-TZVPD basis set.

Molecular weight = 1249.93 g/mol
Multiplicity = 4
Relative energy (zero: lowest compared OMol25 entry of this formula, charge and spin) = 28.0 kcal per mole
HOMO-LUMO gap (alpha / beta) = 6.18 / 5.84 eV
Charge = +1

Geometry (Å):
1 Re -0.97972 -0.04289 0.76125
2 C -1.31632 4.58301 1.45255
3 O -2.56682 3.92111 1.25355
4 C -2.30822 2.61201 1.27215
5 N -1.09322 2.24311 1.48825
6 C -0.32792 3.43651 1.81575
7 C 1.03988 3.62611 1.20055
8 C 1.41318 3.08971 -0.02395
9 C 2.63368 3.42881 -0.58765
10 C 3.51008 4.25361 0.08985
11 C 3.18248 4.71651 1.35345
12 C 1.94908 4.41771 1.89885
13 C -3.37902 1.63011 1.29445
14 C -4.69832 1.92071 1.59055
15 C -5.56062 0.87611 1.93935
16 C -5.05092 -0.39709 2.09485
17 C -3.70892 -0.62589 1.77845
18 N -2.91992 0.35711 1.24955
19 C -2.91542 -1.77019 2.07195
20 N -1.61472 -1.67999 1.87035
21 C -1.00012 -2.90589 2.37485
22 C -2.21552 -3.70799 2.90315
23 O -3.35842 -2.89889 2.62365
24 C 0.01968 -2.60449 3.44395
25 C 1.24798 -3.24909 3.46145
26 C 2.15318 -2.99999 4.47685
27 C 1.83878 -2.09699 5.47665
28 C 0.61698 -1.44719 5.45975
29 C -0.29212 -1.69959 4.45035
30 H -1.43852 5.32081 2.24665
31 H -1.03462 5.09851 0.52805
32 H -0.19562 3.39531 2.90745
33 H 0.75328 2.42661 -0.55985
34 H 2.88768 3.06181 -1.56925
35 H 4.45258 4.52751 -0.35565
36 H 3.89418 5.30261 1.91275
37 H 1.68498 4.80961 2.87025
38 H -5.02562 2.94741 1.59605
39 H -6.59712 1.07951 2.15305
40 H -5.65102 -1.20049 2.48935
41 H -0.52342 -3.43129 1.54345
42 H -2.15642 -3.86689 3.98455
43 H -2.35372 -4.66629 2.39915
44 H 1.50088 -3.95159 2.68265
45 H 3.10068 -3.51359 4.49135
46 H 2.54688 -1.89159 6.26275
47 H 0.36318 -0.75799 6.24955
48 H -1.24422 -1.18639 4.43735
49 C 5.85158 -0.17739 5.42715
50 C 4.80998 -0.32699 4.36205
51 C 5.00318 -1.16399 3.27025
52 C 4.07098 -1.26749 2.24925
53 C 4.35838 -2.16509 1.08315
54 C 2.88808 -0.51729 2.31555
55 Te 1.65118 -0.43069 0.55255
56 C 2.66448 0.29521 3.42635
57 C 1.43898 1.13611 3.52135
58 C 3.62078 0.38551 4.42485
59 H 6.65598 -0.89599 5.29825
60 H 5.41688 -0.31199 6.41565
61 H 6.28538 0.82211 5.39615
62 H 5.91798 -1.73649 3.20515
63 H 5.17368 -2.85159 1.29955
64 H 4.63648 -1.56419 0.21465
65 H 3.46598 -2.73829 0.82715
66 H 0.56828 0.61121 3.12745
67 H 1.59768 2.03611 2.93275
68 H 1.24488 1.41691 4.55135
69 H 3.43748 1.04671 5.26055
70 C -0.00682 -5.44149 -5.54705
71 C 0.26678 -4.13759 -4.86935
72 C -0.42482 -2.98049 -5.20215
73 C -0.16702 -1.78959 -4.54395
74 C 0.79798 -1.75029 -3.55665
75 C 1.49518 -2.89489 -3.20455
76 C 1.23358 -4.07499 -3.86975
77 S 0.99148 -0.24629 -2.57415
78 C 2.80168 -0.03909 -2.81275
79 O 0.33678 0.82951 -3.35395
80 H -0.75452 -5.33529 -6.32675
81 H -0.36382 -6.17669 -4.82705
82 H 0.91058 -5.82859 -5.98625
83 H -1.17902 -3.00489 -5.97435
84 H -0.70492 -0.88459 -4.78735
85 H 2.23758 -2.86279 -2.42105
86 H 1.77178 -4.96999 -3.60275
87 H 3.04308 0.02351 -3.86565
88 H 3.28288 -0.88749 -2.33795
89 H 3.09318 0.86961 -2.29735
90 O -2.31682 0.76351 -2.80645
91 C -1.45892 1.58131 -2.23645
92 O -1.02962 1.44741 -1.08725
93 C -1.34722 2.88311 -2.95945
94 C -0.91812 4.00941 -2.26205
95 C -0.97272 5.25561 -2.84915
96 C -1.46342 5.37691 -4.14045
97 C -1.85772 4.25881 -4.86645
98 C -1.79182 3.01101 -4.27505
99 N -1.59432 6.70481 -4.70755
100 O -1.33212 7.64161 -3.98615
101 O -1.96792 6.78401 -5.85415
102 H -0.54972 3.91031 -1.25585
103 H -0.65712 6.14571 -2.32605
104 H -2.22702 4.39121 -5.87245
105 H -2.09082 2.12641 -4.81245
106 C -4.62072 -1.45619 -3.42825
107 C -4.34722 -0.33929 -2.70685
108 C -3.06382 -0.19629 -1.96815
109 C -2.30142 -1.47599 -1.74095
110 C -1.27272 -1.55569 -0.80115
111 C -0.51302 -2.72709 -0.79555
112 C -0.83742 -3.84249 -1.55485
113 C -1.90892 -3.79269 -2.40645
114 C -2.64632 -2.60229 -2.53775
115 C -3.77142 -2.56379 -3.38905
116 H -5.52182 -1.49699 -4.02095
117 H -4.98602 0.53001 -2.73955
118 H -3.22702 0.32301 -1.01095
119 H 0.37228 -2.77469 -0.17585
120 H -0.25402 -4.74539 -1.45815
121 H -2.19812 -4.64989 -2.99335
122 H -4.00952 -3.43549 -3.97915